1.
Formula: C4H7NO
Source: OMol25
Level of theory: ωB97M-V with the def2-TZVPD basis set

```
13
C4H7NO (ωB97M-V with the def2-TZVPD basis set)
O 2.734 0.770 0.274
N -1.869 1.639 1.230
C -1.249 0.035 -0.524
C -1.078 0.807 0.593
C 0.905 -1.334 -0.269
C -0.377 -1.124 -0.702
H 1.642 -0.525 0.096
H -0.827 -1.853 -1.348
H 1.357 -2.379 -0.383
H -0.086 0.809 0.891
H -2.040 0.349 -1.195
H 3.195 1.050 1.020
H -2.308 1.756 0.317
```

The strongest force on any atom comes out at 3.2 eV/A. The LUMO energy (alpha / beta) comes out at 0.14625 / 0.09611 Ha. Its energy is -7795.025 eV. The spin multiplicity is 2. The net charge is -1. As for the expectation value of S²: 0.80. The value obtained for the gap between HOMO and LUMO (alpha / beta) is 7.0110 / 5.6228 eV.



2.
Formula: C5H6N2
Source: OMol25
Level of theory: ωB97M-V with the def2-TZVPD basis set

```
13
C5H6N2 (ωB97M-V with the def2-TZVPD basis set)
N 1.830 -0.269 0.302
N -1.414 0.163 -1.211
C -0.039 0.043 -0.775
C 1.309 -0.046 -0.966
C -1.782 0.100 0.258
C -0.319 -0.083 0.595
C 0.843 -0.308 1.273
H 1.965 -0.038 -1.813
H -2.232 1.021 0.621
H 1.088 -0.466 2.329
H -2.436 -0.745 0.489
H 2.815 -0.445 0.511
H -1.629 1.072 -1.613
```

The strongest force on any atom comes out at 0.9 eV/A. The LUMO energy comes out at 0.04012 Ha. Its energy is -8260.061 eV. The value obtained for the gap between HOMO and LUMO is 8.9859 eV.



3.
Formula: C4H14N3
Source: OMol25
Level of theory: ωB97M-V with the def2-TZVPD basis set

```
21
C4H14N3 (ωB97M-V with the def2-TZVPD basis set)
N -1.332 -0.913 0.240
N -1.216 2.820 0.177
N 1.123 -0.844 -1.172
C 2.069 -1.779 -0.649
C -1.194 1.494 0.801
C -1.787 0.469 -0.142
C 2.843 -1.508 0.395
H -0.364 -1.027 -0.200
H -2.873 0.505 -0.094
H -0.421 2.919 -0.452
H -1.313 -0.987 1.256
H -1.924 -1.648 -0.137
H 1.051 -0.897 -2.184
H -0.201 1.192 1.167
H -1.827 1.528 1.691
H -1.489 0.660 -1.171
H 2.120 -2.742 -1.138
H -1.012 3.457 0.925
H 2.800 -0.543 0.883
H 1.424 0.103 -0.961
H 3.523 -2.259 0.763
```

The strongest force on any atom comes out at 0.8 eV/A. The LUMO energy comes out at -0.11348 Ha. Its energy is -8838.578 eV. The net charge is +1. The value obtained for the gap between HOMO and LUMO is 9.8192 eV.



4.
Formula: C3HClNOS2
Source: OMol25
Level of theory: ωB97M-V with the def2-TZVPD basis set

```
9
C3HClNOS2 (ωB97M-V with the def2-TZVPD basis set)
Cl -2.771 -0.859 1.391
S 2.164 -0.997 0.203
S -2.484 2.064 0.282
O 3.434 -1.564 -0.370
N 0.024 0.108 -0.229
C -0.381 0.599 0.773
C 0.865 -0.271 -1.015
C -1.819 0.794 0.970
H 0.967 0.125 -2.004
```

The strongest force on any atom comes out at 6.3 eV/A. The LUMO energy (alpha / beta) comes out at 0.09204 / 0.09217 Ha. Its energy is -40854.040 eV. The net charge is -1. The value obtained for the gap between HOMO and LUMO (alpha / beta) is 5.2245 / 5.2363 eV.